(1)
{"formula": "C4H9NO2", "method": "ωB97M-V with the def2-TZVPD basis set", "species": ["N", "C", "O", "C", "C", "C", "O", "H", "H", "H", "H", "H", "H", "H", "H", "H"], "positions_angstrom": [[1.790, -2.435, 1.742], [1.158, -1.504, 1.024], [0.948, -0.460, 1.842], [0.483, 1.948, -0.098], [-0.663, 1.280, -0.238], [-0.899, 0.241, -1.297], [-2.037, 0.646, -2.040], [2.048, -2.289, 2.718], [2.045, -3.304, 1.297], [0.630, 2.692, 0.682], [1.325, 1.776, -0.767], [0.522, 0.221, 1.294], [-1.502, 1.463, 0.435], [-0.005, 0.149, -1.932], [-1.053, -0.736, -0.813], [-2.302, -0.089, -2.606]], "forces_ev_per_angstrom": [[-0.081, 0.017, -0.288], [0.282, -0.215, 0.611], [-0.066, -0.109, -0.325], [-0.186, -0.025, -0.069], [0.209, 0.129, -0.010], [0.362, -0.050, 0.246], [-0.165, -0.180, -0.188], [-0.074, -0.044, -0.230], [-0.061, 0.227, 0.155], [-0.096, -0.135, -0.086], [-0.178, -0.018, 0.086], [0.090, 0.015, 0.172], [0.142, 0.041, -0.139], [-0.161, 0.038, 0.087], [-0.021, 0.170, -0.100], [0.004, 0.138, 0.078]], "charge": 0, "de_lowest_kj_mol": 315.6, "homo_energy_ev": -8.73, "e_tot_ha": -362.9653, "orbital_gap_ha": 0.35698}

***

(2)
{"formula": "C33H20Br2Cl5N2O2S3Y", "method": "ωB97M-V with the def2-TZVPD basis set", "species": ["Y", "O", "C", "C", "C", "C", "C", "C", "C", "O", "N", "N", "C", "C", "Br", "C", "C", "C", "C", "C", "C", "C", "H", "H", "H", "H", "H", "H", "H", "H", "H", "H", "H", "H", "H", "H", "S", "C", "S", "S", "Br", "C", "C", "C", "C", "C", "C", "C", "C", "C", "C", "H", "H", "H", "H", "H", "H", "Cl", "C", "C", "C", "Cl", "C", "Cl", "C", "Cl", "C", "Cl"], "positions_angstrom": [[-0.623, 1.342, 2.485], [1.569, 4.291, -0.137], [1.139, 4.045, -1.380], [1.335, 5.009, -2.370], [0.910, 4.776, -3.668], [0.270, 3.589, -4.003], [0.072, 2.636, -3.012], [0.509, 2.837, -1.711], [0.319, 1.759, -0.662], [0.182, 2.227, 0.602], [1.529, 0.880, -0.776], [1.509, -0.225, -0.033], [2.163, -1.240, -0.455], [2.209, -2.505, 0.265], [1.722, -2.448, 2.090], [2.585, -3.676, -0.264], [2.876, -3.925, -1.687], [3.927, -4.780, -2.032], [4.219, -5.058, -3.357], [3.457, -4.494, -4.372], [2.396, -3.663, -4.045], [2.103, -3.386, -2.717], [1.220, 3.553, 0.435], [1.821, 5.936, -2.092], [1.070, 5.538, -4.424], [-0.085, 3.416, -5.011], [-0.455, 1.712, -3.238], [-0.544, 1.151, -0.973], [1.832, 0.740, -1.739], [2.703, -1.205, -1.404], [2.688, -4.529, 0.396], [4.525, -5.220, -1.242], [5.046, -5.715, -3.598], [3.682, -4.710, -5.409], [1.781, -3.232, -4.825], [1.253, -2.760, -2.475], [-0.694, 4.965, 5.876], [-0.705, 3.766, 4.722], [-1.667, 2.324, 4.871], [0.176, 3.876, 3.226], [-3.314, 2.767, 1.962], [-3.747, 2.021, 0.273], [-4.685, 2.614, -0.519], [-5.023, 2.015, -1.752], [-4.430, 0.849, -2.138], [-3.454, 0.223, -1.320], [-2.842, -0.995, -1.705], [-1.910, -1.571, -0.887], [-1.527, -0.932, 0.314], [-2.060, 0.263, 0.758], [-3.073, 0.816, -0.084], [-5.163, 3.532, -0.204], [-5.762, 2.490, -2.387], [-4.696, 0.383, -3.082], [-3.138, -1.457, -2.641], [-1.450, -2.515, -1.165], [-0.757, -1.429, 0.904], [1.831, 0.798, 4.710], [0.639, -0.435, 5.076], [-0.442, -0.530, 4.216], [-1.387, -1.476, 4.580], [-2.814, -1.648, 3.584], [-1.269, -2.295, 5.702], [-2.476, -3.477, 6.090], [-0.150, -2.168, 6.520], [0.039, -3.181, 7.911], [0.822, -1.219, 6.209], [2.213, -1.042, 7.220]], "forces_ev_per_angstrom": [[-0.321, 0.610, 0.180], [0.126, -0.028, -0.075], [0.089, 0.003, 0.032], [0.010, 0.005, 0.008], [-0.006, -0.004, 0.013], [-0.004, 0.000, -0.003], [-0.033, 0.015, 0.018], [-0.048, 0.042, -0.012], [0.016, -0.061, -0.080], [0.309, -0.223, -0.043], [-0.028, 0.061, -0.036], [0.033, -0.051, -0.006], [-0.042, -0.064, 0.074], [0.036, 0.070, -0.080], [0.010, 0.040, 0.112], [-0.007, -0.031, 0.033], [0.034, -0.010, -0.013], [-0.026, 0.018, 0.016], [-0.002, 0.004, -0.008], [0.016, -0.013, 0.000], [-0.017, 0.015, 0.021], [-0.006, -0.006, -0.048], [-0.191, 0.123, 0.061], [-0.002, 0.002, -0.001], [-0.004, -0.001, 0.001], [0.007, 0.002, -0.001], [0.009, 0.001, -0.007], [0.003, -0.020, 0.036], [0.015, 0.045, -0.005], [-0.009, -0.003, -0.006], [-0.012, 0.015, 0.018], [0.002, -0.001, 0.000], [-0.002, 0.001, -0.006], [0.002, 0.000, 0.002], [0.006, -0.003, -0.004], [0.000, -0.003, 0.023], [0.059, 0.040, 0.122], [-0.147, -0.017, -0.294], [0.000, -0.049, 0.214], [0.075, 0.017, 0.057], [-0.096, 0.159, -0.103], [0.082, -0.133, -0.051], [-0.009, 0.036, 0.038], [-0.007, 0.002, -0.015], [-0.005, 0.002, 0.004], [-0.015, 0.018, -0.013], [0.000, 0.003, -0.002], [0.010, 0.059, -0.016], [-0.066, -0.142, 0.068], [0.051, -0.275, 0.026], [0.018, 0.095, 0.049], [0.001, -0.001, 0.002], [-0.001, 0.002, 0.004], [0.006, -0.006, 0.001], [0.005, -0.006, -0.001], [0.002, 0.000, -0.009], [-0.074, 0.007, -0.016], [-0.046, -0.036, -0.136], [0.100, -0.011, 0.007], [0.086, -0.239, -0.139], [0.037, -0.074, -0.002], [-0.017, -0.003, 0.005], [0.036, 0.005, 0.016], [-0.019, 0.001, 0.003], [0.013, 0.016, -0.026], [-0.004, -0.007, 0.014], [-0.060, -0.021, -0.028], [0.022, 0.007, 0.008]], "charge": -2, "de_lowest_kj_mol": 28.2, "homo_energy_ev": -1.70, "e_tot_ha": -10211.5711, "orbital_gap_ha": 0.19367}

***

(3)
{"formula": "C51H56N10O17", "method": "ωB97M-V with the def2-TZVPD basis set", "species": ["C", "C", "C", "C", "C", "C", "N", "O", "O", "H", "H", "H", "H", "H", "C", "C", "C", "C", "C", "C", "N", "O", "O", "H", "H", "H", "H", "H", "C", "C", "C", "C", "C", "C", "N", "O", "O", "H", "H", "H", "H", "H", "C", "C", "C", "C", "C", "C", "N", "O", "O", "H", "H", "H", "H", "H", "C", "C", "C", "C", "C", "C", "N", "O", "O", "H", "H", "H", "H", "H", "C", "C", "C", "C", "C", "C", "N", "O", "O", "H", "H", "H", "H", "H", "C", "C", "C", "C", "C", "C", "N", "O", "O", "H", "H", "H", "H", "H", "C", "C", "O", "N", "C", "H", "H", "H", "H", "H", "H", "H", "C", "C", "O", "N", "C", "H", "H", "H", "H", "H", "H", "H", "C", "C", "O", "N", "C", "H", "H", "H", "H", "H", "H", "H"], "positions_angstrom": [[2.153, -7.241, -1.689], [2.201, -7.345, -3.086], [1.785, -6.214, -3.863], [1.409, -5.080, -3.193], [1.354, -4.977, -1.786], [1.712, -6.071, -1.013], [1.005, -3.909, -3.954], [1.164, -3.941, -5.176], [0.545, -2.972, -3.308], [2.321, -8.129, -1.080], [2.458, -8.317, -3.554], [1.888, -6.209, -4.928], [0.942, -4.104, -1.277], [1.579, -6.078, 0.055], [-3.538, -4.312, -5.105], [-2.924, -3.987, -3.935], [-3.161, -2.721, -3.369], [-4.080, -1.838, -3.958], [-4.643, -2.178, -5.200], [-4.395, -3.405, -5.760], [-4.372, -0.582, -3.334], [-5.305, 0.114, -3.766], [-3.689, -0.292, -2.331], [-3.381, -5.269, -5.575], [-2.273, -4.667, -3.411], [-2.676, -2.474, -2.433], [-5.332, -1.489, -5.696], [-4.913, -3.732, -6.647], [1.473, -0.693, 5.112], [0.585, -1.781, 5.140], [0.505, -2.587, 4.003], [1.351, -2.314, 2.943], [2.208, -1.235, 2.897], [2.259, -0.441, 4.001], [1.300, -3.147, 1.741], [1.880, -2.721, 0.768], [0.686, -4.236, 1.786], [1.573, -0.063, 5.966], [0.028, -2.004, 6.058], [-0.109, -3.473, 3.933], [2.878, -1.062, 2.051], [3.024, 0.339, 4.113], [-1.639, 5.596, 2.452], [-2.200, 5.517, 3.703], [-1.620, 4.702, 4.677], [-0.467, 3.951, 4.323], [0.071, 3.978, 3.047], [-0.533, 4.758, 2.119], [0.123, 3.008, 5.296], [1.085, 2.374, 4.896], [-0.432, 2.914, 6.376], [-2.116, 6.250, 1.748], [-3.085, 6.121, 3.954], [-2.072, 4.571, 5.668], [0.966, 3.366, 2.887], [-0.193, 4.752, 1.084], [-4.106, 3.492, 1.216], [-4.548, 2.789, 2.375], [-5.330, 3.477, 3.282], [-5.647, 4.807, 3.018], [-5.276, 5.457, 1.883], [-4.452, 4.786, 0.975], [-6.510, 5.548, 3.962], [-7.065, 4.872, 4.774], [-6.461, 6.773, 3.944], [-3.422, 2.989, 0.544], [-4.294, 1.742, 2.491], [-5.717, 2.988, 4.169], [-5.629, 6.466, 1.660], [-4.076, 5.194, 0.065], [4.782, 6.319, -3.482], [4.872, 6.060, -2.146], [3.960, 5.288, -1.472], [2.987, 4.699, -2.206], [2.809, 4.934, -3.545], [3.665, 5.802, -4.160], [1.928, 3.884, -1.560], [1.101, 3.358, -2.274], [1.940, 3.907, -0.319], [5.536, 6.872, -4.075], [5.694, 6.552, -1.638], [4.098, 5.099, -0.406], [1.997, 4.398, -4.026], [3.524, 6.000, -5.170], [0.779, 0.625, -0.447], [0.462, -0.482, -1.233], [-0.648, -1.268, -0.916], [-1.397, -0.855, 0.166], [-1.095, 0.246, 0.961], [0.031, 0.956, 0.715], [-2.582, -1.563, 0.550], [-2.970, -2.496, -0.177], [-3.160, -1.209, 1.582], [1.639, 1.217, -0.764], [1.049, -0.728, -2.116], [-0.769, -2.162, -1.526], [-1.752, 0.459, 1.798], [0.319, 1.828, 1.323], [2.319, 0.631, -4.216], [3.615, 0.984, -3.491], [3.941, 0.402, -2.478], [4.379, 2.017, -4.021], [5.435, 2.601, -3.224], [2.085, -0.468, -4.132], [2.342, 0.898, -5.279], [1.495, 1.133, -3.746], [4.004, 2.578, -4.754], [5.698, 3.469, -3.819], [6.352, 2.017, -3.195], [5.098, 2.879, -2.220], [3.939, 1.812, 1.110], [4.712, 0.546, 1.295], [5.178, 0.249, 2.430], [4.621, -0.345, 0.355], [5.123, -1.706, 0.631], [3.887, 2.148, 0.070], [4.353, 2.546, 1.753], [2.934, 1.526, 1.474], [4.300, -0.117, -0.577], [4.350, -2.419, 0.334], [5.291, -1.822, 1.673], [6.005, -1.907, 0.013], [-2.149, -5.121, 2.486], [-2.935, -6.383, 2.254], [-2.340, -7.412, 1.851], [-4.281, -6.407, 2.429], [-5.102, -5.377, 3.064], [-1.180, -5.413, 2.808], [-2.577, -4.470, 3.261], [-1.976, -4.572, 1.574], [-4.639, -7.327, 2.399], [-4.610, -4.426, 2.998], [-5.216, -5.617, 4.132], [-6.079, -5.273, 2.588]], "forces_ev_per_angstrom": [[-0.609, 0.024, 0.124], [-0.697, 0.805, 0.017], [1.286, -1.497, 1.101], [-0.122, 0.127, 1.282], [-0.355, -0.315, 0.203], [0.245, -0.696, -1.692], [0.074, 0.213, -0.693], [-0.381, 0.475, 1.289], [0.179, -0.164, -0.997], [0.257, 0.169, -0.207], [-0.089, 0.953, 0.261], [-0.256, -0.051, -0.389], [0.336, -0.136, -0.419], [0.100, 0.170, 0.146], [-0.742, 0.032, -1.255], [0.025, 1.324, 0.780], [-0.444, 0.003, 0.106], [1.154, -1.810, -1.112], [-0.828, 0.883, 0.265], [0.485, -0.696, 0.682], [-0.401, 1.691, 1.605], [1.515, -1.064, 0.476], [-1.094, -0.123, -1.594], [0.082, -0.250, 0.057], [0.132, -0.136, -0.024], [-0.236, 0.126, -0.111], [0.280, -0.163, 0.317], [0.075, 0.190, -0.224], [-0.714, -0.978, -0.124], [0.347, 0.290, -0.162], [0.296, -0.232, 0.413], [-0.555, 0.088, -0.433], [0.588, -0.177, -0.630], [0.889, 1.061, 1.208], [-0.756, -1.449, 0.357], [-0.134, -0.413, -0.450], [1.005, 1.751, -0.208], [0.002, 0.320, 0.476], [0.083, 0.088, -0.587], [-0.147, 0.075, 0.135], [-0.428, -0.157, 0.328], [-0.434, -0.216, -0.470], [0.877, -1.205, -0.117], [-0.116, 0.297, 1.017], [0.788, -1.073, -0.038], [-1.503, 0.794, 0.484], [0.718, -0.805, 1.088], [-1.265, 1.751, -1.428], [-0.556, 0.402, -0.536], [-0.166, -0.022, 0.873], [0.686, -0.292, -0.207], [0.152, 0.052, -0.488], [0.479, -0.363, -0.123], [0.350, 0.157, -0.472], [-0.484, 0.326, -0.302], [0.137, 0.065, 0.292], [0.411, -1.725, 1.165], [0.191, 1.015, -1.091], [-0.031, -0.388, 0.156], [-0.604, 0.001, 0.014], [0.442, 0.743, -1.286], [-0.474, -0.010, 0.363], [1.797, 0.546, -0.209], [-1.258, -0.319, 1.026], [-0.449, -0.605, -0.171], [-0.174, -0.077, -0.119], [-0.014, 0.125, 0.172], [0.054, 0.170, -0.059], [0.167, -0.306, 0.330], [-0.079, 0.721, -0.376], [-0.837, -0.075, -1.657], [1.545, 1.164, 0.453], [0.782, -0.193, 1.351], [-1.442, -0.656, -0.002], [-0.472, -0.301, -0.068], [1.120, -0.220, 0.612], [0.471, 0.882, 1.380], [0.165, -0.220, 0.650], [-0.465, -0.579, -1.559], [-0.560, -0.177, 0.795], [-0.056, -0.339, 0.358], [-0.328, 0.071, -0.360], [0.094, 0.405, -0.201], [-0.136, 0.406, -1.731], [0.101, -0.090, 0.174], [-0.212, 0.445, 0.312], [0.913, 0.177, -0.305], [0.062, 0.095, -0.024], [-0.531, -0.522, 0.635], [1.513, 0.990, -1.361], [-1.724, -1.440, 0.034], [0.538, 1.211, 1.194], [0.281, -0.663, -1.074], [-0.205, -0.078, 0.355], [-0.048, 0.017, 0.366], [-0.576, 0.230, 0.461], [0.189, 0.043, -0.166], [-0.206, -0.582, -0.355], [0.463, -1.159, -0.466], [-0.313, 0.674, -1.143], [0.311, 0.013, 0.552], [-0.730, -1.714, 1.218], [0.158, 0.489, -0.759], [0.532, 1.083, -0.069], [0.003, 0.004, 0.208], [-0.371, 0.466, 0.285], [-0.287, 0.048, -0.307], [0.218, 0.567, 0.452], [-0.200, -0.448, 0.236], [0.197, -0.116, -0.190], [-0.431, -0.602, -0.439], [0.173, 0.276, 3.659], [-0.426, 1.006, -1.545], [0.547, -2.259, -1.362], [-0.676, 0.180, -1.879], [-0.071, -0.045, 0.161], [0.249, 0.830, 0.490], [0.246, 0.465, -0.266], [-0.025, 0.018, 0.054], [0.020, 0.030, -0.065], [0.423, 0.098, 0.729], [0.023, 0.002, 0.404], [-0.736, 0.220, 0.686], [1.198, -1.775, -1.098], [-1.141, 1.721, 0.796], [0.194, 1.217, 0.215], [0.249, -0.683, 0.390], [0.782, -0.404, 0.311], [0.050, -0.068, -0.392], [-0.317, 0.226, -0.399], [-0.452, -0.864, -0.173], [0.192, 0.430, -0.145], [-0.247, 0.175, -0.233], [0.123, -0.213, 0.008]], "charge": 0, "de_lowest_kj_mol": 0.0, "homo_energy_ev": -9.17, "e_tot_ha": -3803.0225, "orbital_gap_ha": 0.28928}

***

(4)
{"formula": "C4H4NO2", "method": "ωB97M-V with the def2-TZVPD basis set", "species": ["C", "C", "C", "C", "N", "O", "O", "H", "H", "H", "H"], "positions_angstrom": [[0.030, 0.531, 0.111], [-1.275, -0.089, 0.335], [-2.669, -2.000, 0.349], [0.997, -0.371, -0.157], [-1.383, -1.345, 0.337], [-3.678, -1.514, 0.881], [-2.428, -3.147, -0.146], [-0.052, 1.622, -0.109], [-2.079, 0.647, 0.496], [0.673, -1.443, -0.339], [2.029, -0.114, -0.346]], "forces_ev_per_angstrom": [[0.341, -0.805, -1.134], [-0.972, 0.419, 0.165], [0.710, -2.680, 0.115], [-0.005, 0.210, -0.698], [0.195, 1.614, 0.441], [0.210, 0.334, -0.357], [-1.693, 0.675, 0.072], [1.042, -0.819, 0.818], [-0.440, -0.553, -0.171], [0.524, 1.411, 0.884], [0.089, 0.194, -0.135]], "charge": -1, "de_lowest_kj_mol": 210.9, "homo_energy_ev": -3.82, "e_tot_ha": -360.0554, "orbital_gap_ha": 0.28245}